Record 1
27
Properties=species:S:1:pos:R:3:forces:R:3:mulliken_charge:R:1 method="wB97M-V/def2-TZVPD" gap_ev="6.932 / 6.933" multiplicity=1 e_lumo_ev="-5.27 / -5.26" total_charge=+1 de_lowest_kcal_mol=96.2
C -1.86278 -1.66576 0.18961 0.9096 1.2457 -1.8983 -0.58
C -0.50359 -1.71886 0.22535 -2.2279 -1.0737 -2.0243 -0.05
C -2.73138 -0.45448 0.31576 0.8999 1.0738 4.6990 -0.79
C -2.40612 0.88226 -0.46807 -1.7537 1.2978 0.5696 -0.48
C 0.76076 1.14822 -0.79228 0.9944 -0.4484 -2.4811 -0.81
C -1.43927 1.78426 0.17341 1.8014 -1.8908 1.2239 0.03
C 1.36110 -0.05777 0.12672 -0.5389 3.2001 -2.3065 1.15
C 2.23364 -0.71615 -0.94167 0.8167 -2.7259 1.3979 -1.72
C 2.24093 0.58143 1.14242 0.6050 -0.8324 -0.3086 -1.57
N 0.23689 -0.67556 0.71956 0.8716 -1.4374 -0.8457 -0.17
O -0.14476 1.87983 -0.02087 -3.2177 1.6875 1.0445 -0.22
H -2.39368 -2.31048 -0.49160 0.3917 -1.1922 0.4362 0.29
H -0.10343 -2.57503 -0.38038 0.4478 0.9769 1.0559 0.28
H -3.69981 -0.75483 0.09287 -1.7691 -0.2353 -0.9526 0.48
H -2.87862 -0.21522 1.44318 0.3658 0.0431 -1.5882 0.32
H -2.07766 0.53092 -1.37408 0.9210 -0.4572 -2.5161 0.33
H -3.40652 1.48223 -0.65428 1.9318 -1.1621 0.6344 0.38
H 1.55532 1.85676 -1.18444 -0.7553 -0.5828 1.2323 0.42
H 0.38586 0.76139 -1.78243 -0.6151 0.0717 1.3100 0.37
H -1.82516 2.23706 1.13337 0.9339 0.3106 -1.2220 0.40
H 2.50275 -1.76930 -0.57919 -0.2511 1.2997 -0.6480 0.39
H 3.19684 -0.20944 -1.14327 -0.7003 0.0442 0.4759 0.40
H 1.72666 -0.80233 -1.87288 -0.4545 -0.3534 -0.7643 0.49
H 3.03014 1.11232 0.64290 0.3189 0.3409 -0.1495 0.40
H 2.67543 -0.31792 1.53734 0.6087 0.0535 1.3843 0.46
H 1.76717 1.25005 1.82901 -0.3969 0.0291 0.7075 0.42
H -0.01973 -0.40582 1.62048 -0.1378 0.7167 1.5336 0.38

***

Record 2
27
Properties=species:S:1:pos:R:3:forces:R:3:mulliken_charge:R:1 method="wB97M-V/def2-TZVPD" gap_ev=7.529 multiplicity=1 e_lumo_ev=-3.81 total_charge=+1 de_lowest_kcal_mol=64.8
C 1.57176 2.06373 1.95053 3.1746 -2.5126 2.0467 -1.08
C -1.36514 -0.22009 1.67986 1.1189 0.7461 -0.4035 -0.80
C -0.24042 0.47143 2.14618 0.8068 0.2341 0.3470 -0.38
C -1.73302 0.13776 0.37184 -0.6857 -0.8190 1.7488 0.37
C 0.48740 1.30838 1.30356 -0.3211 -0.7073 -1.0621 0.85
C -0.95590 0.87169 -0.52285 -0.9377 -1.7603 1.0576 -0.50
C 0.20920 1.38769 -0.10108 0.6973 1.2362 3.0966 -1.06
O -2.92319 -0.30809 -0.07946 1.8335 -0.4989 -3.8452 -0.51
H -1.83973 -1.03322 2.24120 -0.1903 0.6852 -0.2209 0.44
H 0.25040 0.49325 3.15913 -1.4124 -0.8393 -0.8447 0.17
H -3.59402 -0.31476 0.52694 -2.3327 -0.0392 2.6746 0.33
H -1.24871 0.66845 -1.50347 -0.5415 0.7964 -1.7880 0.77
H 2.66425 1.71185 1.60634 -2.3197 1.0551 0.4223 0.23
H 1.59090 1.76546 3.12001 -0.0480 1.2803 -2.6818 0.33
H 0.82578 2.02764 -0.68658 0.5013 0.2129 -0.6555 0.54
H 1.40491 3.08826 1.77098 0.3657 1.3988 0.1945 0.31
C 1.17935 -1.23835 -1.35851 -1.4950 1.4540 1.5513 0.30
C 2.37691 -2.12079 -1.33502 1.7782 0.0011 1.3230 -1.13
N 0.49738 -1.25753 -2.75164 -2.5456 -4.9815 -1.9106 -0.46
H 0.41666 -1.61266 -0.50860 1.3387 1.2148 -2.3708 0.11
H 1.41964 -0.11785 -1.20413 -0.5167 -2.1649 -0.0289 -0.01
H 3.38356 -1.61131 -1.51320 -1.5065 -0.7072 0.1420 0.30
H 2.23060 -2.91934 -2.01381 0.1903 -0.8991 -1.0222 0.35
H 0.64391 -2.27290 -3.32509 0.3816 3.2732 1.9713 0.45
H -0.58996 -1.36301 -2.80993 2.1131 1.0806 0.9349 0.40
H 0.76221 -0.54032 -3.41163 0.2928 0.4357 -0.0118 0.36
H 2.40260 -2.67079 -0.35800 0.2601 0.8249 -0.6645 0.32

***

Record 3
27
Properties=species:S:1:pos:R:3:forces:R:3:mulliken_charge:R:1 method="wB97M-V/def2-TZVPD" gap_ev=9.535 multiplicity=1 e_lumo_ev=-4.02 total_charge=+1 de_lowest_kcal_mol=127.6
C -3.09615 0.06813 -1.69693 -0.4317 0.0754 0.9014 -0.14
C -2.76820 0.46078 -0.60492 -0.0189 -0.1090 -0.8511 -0.75
C -1.97239 0.98486 0.42555 4.5149 -0.1161 1.3020 1.00
C 0.36639 2.56600 -0.93532 1.8707 -1.6970 -2.7430 -1.40
C 0.62546 0.71501 1.55365 -2.0941 -0.4001 2.7041 -1.30
C 1.14355 -1.70777 -0.06673 1.7675 -0.7600 0.0685 -0.70
C -1.04327 -1.88770 1.08029 2.8410 -2.0365 0.1841 -0.96
C 0.37450 1.04138 -1.04490 -3.0240 -0.5597 0.9775 -0.56
C -0.12418 0.44237 0.32797 -2.5901 -1.0922 -2.9831 0.16
N -0.26349 -1.18277 0.03341 0.6887 2.4536 0.9201 -0.02
O -2.11622 1.77395 1.29392 -1.1109 -0.0199 -0.0509 -0.41
H -3.67117 -0.23863 -2.52475 -0.0616 -0.2047 -0.6885 0.43
H -0.37945 2.85715 -0.27345 -0.1616 1.1635 2.1748 0.44
H -0.11480 2.85188 -1.84736 0.1884 0.6696 -0.9476 0.41
H 1.44364 2.84439 -1.02359 -1.2254 0.8875 1.0923 0.34
H 1.59726 1.12876 1.36284 0.1441 0.8361 0.2834 0.38
H -0.09249 1.18080 2.38967 1.8774 -0.0583 -2.0234 0.28
H 0.78988 -0.24255 2.04937 0.3593 -0.1086 0.0166 0.35
H 1.62710 -2.06404 0.89257 -1.5859 0.4066 -0.3995 0.32
H 1.19638 -2.63901 -0.69622 -0.0758 1.3479 0.1087 0.35
H 1.88852 -0.88033 -0.29111 -1.2716 -1.1926 -0.6319 0.30
H -0.57529 -1.74914 2.07333 -0.8425 0.7943 -0.4442 0.34
H -2.06571 -1.82361 0.93606 -1.9807 0.9316 0.2133 0.39
H -0.84709 -2.96479 0.97689 0.0059 0.1020 -0.4551 0.44
H -0.41409 0.75822 -1.78000 0.1465 0.0645 0.4105 0.25
H 1.21877 0.61965 -1.53309 1.2750 -0.2631 0.3557 0.64
H -0.80630 -1.04787 -0.85046 0.7954 -1.1151 0.5053 0.43

***

Record 4
26
Properties=species:S:1:pos:R:3:forces:R:3:mulliken_charge:R:1 method="wB97M-V/def2-TZVPD" gap_ev="6.737 / 7.729" multiplicity=1 e_lumo_ev="0.60 / 0.75" de_lowest_kcal_mol=130.6
C 0.05851 -0.78845 -0.15807 -0.0167 0.1362 0.6516 1.56
C -0.20787 -0.03427 0.95550 0.1534 -0.4591 -0.5667 -0.16
C 1.38920 -0.83260 -0.84066 -0.1022 0.0241 0.0627 -1.64
C -0.96446 -1.73500 -0.69570 0.0546 0.0381 0.0283 -1.60
C 0.72484 0.82419 1.74048 -0.0012 -0.0050 -0.0670 -1.46
C 0.27490 2.33811 -1.22689 0.0728 0.0721 -0.0412 -1.19
C -0.75765 1.36865 -0.77835 -0.3174 0.5920 -0.3257 0.65
C 0.54295 -2.26495 1.92858 0.1189 -1.1528 0.2618 0.08
C -2.05988 1.43065 -0.97705 0.0482 -0.0131 0.0066 -1.00
O 0.37231 -3.40759 1.61314 0.0888 0.8118 0.1355 -0.41
H -1.20722 -0.12282 1.36265 -0.0619 -0.0118 -0.0092 0.36
H 1.03142 -2.05149 2.93909 -0.0873 0.0561 -0.1600 0.18
H 2.10333 -0.11294 -0.44956 -0.0047 0.0060 0.0049 0.26
H 1.80650 -1.83605 -0.72555 0.0154 -0.0088 -0.0236 0.40
H 1.26152 -0.65363 -1.91039 0.0041 -0.0108 -0.0024 0.38
H -1.04961 -1.64154 -1.77900 -0.0083 -0.0012 0.0003 0.39
H -0.63886 -2.75374 -0.45931 -0.0185 0.0188 -0.0487 0.42
H -1.94373 -1.58441 -0.24484 0.0116 0.0249 0.0104 0.34
H 1.69851 0.94435 1.27042 -0.0095 -0.0034 -0.0042 0.28
H 0.28643 1.81207 1.89282 0.0124 -0.0098 0.0058 0.40
H 0.87782 0.37931 2.72713 -0.0027 0.0290 -0.0093 0.38
H 0.99317 1.87055 -1.90653 -0.0347 0.0121 0.0247 0.21
H 0.85146 2.73226 -0.38507 -0.0266 -0.0198 -0.0199 0.22
H -0.17320 3.19402 -1.75254 0.0073 -0.0789 0.0439 0.43
H -2.74556 0.66877 -0.61614 0.0330 -0.0054 0.0257 0.19
H -2.52482 2.25657 -1.52414 0.0714 -0.0414 0.0157 0.32